{"formula": "C17H34N17O7P2SeW", "method": "the ωB97M-V functional and the def2-TZVPD basis", "relative_energy_kj_mol": 148.1, "s2": 2.05, "total_charge": 1, "e_homo_ha": [-0.34227, -0.42271], "multiplicity": 3, "molar_mass_g_mol": 913.32, "species": ["W", "Se", "P", "P", "O", "O", "O", "O", "O", "O", "O", "N", "N", "N", "N", "N", "N", "N", "N", "N", "N", "N", "N", "N", "N", "N", "N", "N", "C", "C", "C", "C", "C", "C", "C", "C", "C", "C", "C", "C", "C", "C", "C", "C", "C", "H", "H", "H", "H", "H", "H", "H", "H", "H", "H", "H", "H", "H", "H", "H", "H", "H", "H", "H", "H", "H", "H", "H", "H", "H", "H", "H", "H", "H", "H", "H", "H", "H", "H"], "positions_angstrom": [[-0.184, -0.538, -0.294], [-3.384, -2.605, 0.431], [-1.440, 0.860, 2.647], [-0.163, -1.812, 3.009], [-0.852, -0.264, 4.982], [-0.294, 1.751, 3.326], [-0.744, 0.460, 1.330], [-0.300, -3.057, 3.974], [1.242, -1.133, 3.270], [-2.763, 1.477, 2.579], [-0.288, -2.169, 1.569], [2.183, 2.809, 1.301], [1.161, 1.228, -0.088], [-0.427, -2.332, -1.397], [3.740, -1.705, 0.470], [3.073, -1.468, -2.893], [1.669, -1.472, -0.062], [0.075, 3.232, 0.493], [-0.626, -4.487, -1.791], [0.689, -0.014, -2.259], [2.838, -0.835, 0.292], [-4.590, -1.888, -0.672], [-1.590, -3.803, -2.443], [1.183, -3.796, -0.429], [-1.503, -2.552, -2.229], [-1.906, 0.381, -1.383], [-2.191, -1.243, 0.106], [3.277, -2.950, 0.236], [1.120, 2.394, 0.570], [-1.390, -0.667, 3.707], [2.141, -2.078, -3.861], [-2.415, 1.125, -2.403], [2.016, -2.779, -0.088], [0.057, -3.561, -1.163], [-0.219, 4.240, 1.504], [0.174, -0.416, -3.614], [-4.069, -0.816, -1.260], [2.670, 4.179, 1.236], [-2.774, -1.273, 3.862], [-3.719, 0.963, -2.826], [1.281, -0.990, -4.507], [3.087, 1.856, 1.929], [-0.900, 3.164, -0.575], [-4.575, 0.000, -2.282], [-2.745, -0.502, -0.834], [3.480, 2.317, 2.835], [-3.191, -1.564, 2.901], [-0.052, 5.247, 1.118], [0.811, -1.377, -5.411], [-3.436, -0.520, 4.290], [0.751, 0.996, -2.210], [1.296, -0.720, 4.147], [-0.539, 2.017, 4.224], [-1.809, 2.661, -0.249], [-4.073, 1.598, -3.626], [-0.243, 0.475, -4.081], [3.710, 4.171, 0.904], [2.657, -2.654, -4.630], [-0.638, -1.123, -3.494], [-1.268, 4.142, 1.789], [-0.474, 2.642, -1.427], [3.528, -2.173, -2.322], [2.091, 4.756, 0.520], [0.391, 4.076, 2.384], [-1.262, -0.810, 5.665], [-2.737, -2.154, 4.505], [0.159, -3.862, 3.696], [-1.150, 4.179, -0.888], [1.946, -0.181, -4.829], [2.119, 0.887, -0.101], [3.927, 1.585, 1.284], [-5.574, -0.143, -2.666], [2.624, 4.670, 2.210], [1.505, -2.782, -3.315], [-1.765, 1.851, -2.871], [1.679, -0.362, -2.212], [2.547, 0.954, 2.194], [3.812, -0.978, -3.386], [1.551, -4.735, -0.414]], "forces_ev_per_angstrom": [[-0.3, -0.3, 0.4], [0.1, -0.1, 0.0], [0.1, 0.0, -0.1], [0.1, 0.0, 0.1], [0.0, 0.0, 0.0], [0.0, 0.0, 0.0], [-0.1, 0.2, 0.0], [0.0, 0.0, -0.1], [0.0, 0.0, 0.0], [0.0, 0.0, 0.0], [0.1, 0.1, -0.2], [0.0, -0.1, 0.0], [-0.2, 0.1, 0.1], [-0.1, -0.1, 0.1], [0.1, 0.0, -0.1], [-0.1, 0.0, 0.0], [0.4, -0.1, 0.1], [0.0, 0.0, -0.1], [0.0, 0.0, 0.0], [0.3, -0.2, -0.2], [-0.1, 0.0, 0.0], [-0.1, -0.1, 0.0], [0.0, 0.0, 0.0], [-0.1, 0.0, 0.1], [0.0, 0.0, 0.1], [0.2, 0.0, 0.2], [-0.3, 0.3, 0.1], [0.0, 0.0, 0.1], [0.0, 0.0, -0.1], [-0.1, 0.0, 0.1], [-0.1, 0.0, 0.1], [0.0, -0.1, -0.1], [0.0, 0.1, -0.1], [0.1, 0.0, -0.1], [-0.1, -0.1, 0.1], [0.1, 0.0, -0.1], [0.1, 0.1, -0.1], [0.0, 0.0, 0.0], [0.0, 0.0, 0.0], [0.0, 0.0, 0.0], [0.1, 0.1, 0.2], [0.0, 0.0, 0.0], [0.1, 0.0, 0.0], [0.0, 0.0, 0.0], [0.0, 0.0, -0.1], [0.0, 0.0, 0.0], [0.0, 0.0, 0.0], [0.0, 0.0, 0.0], [-0.1, 0.0, 0.0], [0.0, 0.0, 0.0], [0.1, 0.0, 0.0], [0.0, 0.0, 0.0], [0.0, 0.0, 0.0], [0.0, 0.0, 0.0], [0.0, 0.0, 0.0], [0.0, 0.0, 0.0], [0.0, 0.0, 0.0], [0.0, 0.0, -0.1], [0.0, 0.0, 0.0], [0.0, 0.0, 0.0], [0.0, 0.0, 0.1], [0.0, 0.0, 0.0], [0.0, 0.0, 0.0], [0.0, 0.0, 0.0], [0.0, 0.0, 0.0], [0.0, 0.0, 0.0], [0.0, 0.0, 0.0], [0.0, 0.0, 0.0], [0.0, 0.0, 0.0], [0.0, 0.0, 0.0], [0.0, 0.0, 0.0], [0.0, 0.0, 0.0], [0.0, 0.0, 0.0], [0.0, 0.0, -0.1], [0.0, 0.0, 0.0], [-0.2, 0.1, 0.0], [0.0, 0.0, 0.0], [0.0, 0.0, 0.0], [0.0, 0.0, 0.0]]}

***

{"formula": "C3H4NdO2", "method": "the ωB97M-V functional and the def2-TZVPD basis", "relative_energy_kj_mol": 381.7, "s2": 3.76, "total_charge": 1, "e_homo_ha": [-0.44574, -0.44600], "multiplicity": 4, "molar_mass_g_mol": 216.30, "species": ["Nd", "O", "O", "C", "C", "C", "H", "H", "H", "H"], "positions_angstrom": [[2.456, 0.743, 0.763], [-0.971, 0.177, -0.762], [-1.405, 1.267, 0.969], [-1.871, 0.323, 0.175], [-0.198, -1.023, -0.807], [0.978, -1.081, -0.185], [1.140, -2.083, 0.237], [-0.773, -1.846, -1.244], [-2.064, 1.462, 1.645], [2.708, 2.061, -0.790]], "forces_ev_per_angstrom": [[-1.6, -0.6, -1.8], [2.4, 0.0, -1.5], [0.5, 0.7, 0.0], [-1.1, -0.7, 0.9], [-1.2, 0.2, 0.7], [0.5, 1.1, 1.6], [0.7, -0.2, -1.1], [0.2, 0.2, 0.3], [-0.3, -0.1, 0.0], [-0.1, -0.6, 0.8]]}

***

{"formula": "C46H58N4O3P4Ti", "method": "the ωB97M-V functional and the def2-TZVPD basis", "relative_energy_kj_mol": 88.9, "total_charge": 2, "e_homo_ha": -0.44476, "molar_mass_g_mol": 886.76, "species": ["Ti", "P", "P", "P", "P", "O", "O", "O", "N", "N", "N", "N", "C", "C", "C", "C", "C", "C", "C", "C", "C", "C", "C", "C", "C", "C", "C", "C", "C", "C", "C", "C", "C", "C", "C", "C", "C", "C", "C", "C", "C", "C", "C", "C", "C", "C", "C", "C", "C", "C", "C", "C", "C", "C", "C", "C", "C", "C", "H", "H", "H", "H", "H", "H", "H", "H", "H", "H", "H", "H", "H", "H", "H", "H", "H", "H", "H", "H", "H", "H", "H", "H", "H", "H", "H", "H", "H", "H", "H", "H", "H", "H", "H", "H", "H", "H", "H", "H", "H", "H", "H", "H", "H", "H", "H", "H", "H", "H", "H", "H", "H", "H", "H", "H", "H", "H"], "positions_angstrom": [[-0.965, 0.648, -0.621], [2.715, -2.693, 0.385], [-2.889, -1.111, -1.203], [-2.023, -0.269, 1.685], [2.019, -0.214, 2.323], [-1.374, 1.174, -2.388], [0.156, 1.902, 0.136], [0.249, -0.665, -1.434], [-2.339, 2.083, -0.428], [1.319, -0.053, -3.346], [0.058, -1.980, -3.258], [-3.173, 2.260, -1.538], [1.904, -4.816, -3.656], [-2.364, 0.935, 3.007], [2.405, -3.445, -1.265], [-3.728, -0.936, 1.364], [3.403, -0.038, 1.111], [-3.900, 2.352, -6.546], [3.262, -0.990, -0.082], [2.749, -1.452, 3.467], [2.210, 1.302, 3.334], [3.857, -3.360, 5.175], [5.292, -5.616, 1.530], [3.289, 2.181, 3.260], [1.279, 2.667, 5.108], [0.007, 2.954, 0.896], [-2.539, 1.799, -2.566], [-2.640, 1.820, -6.313], [2.950, -3.901, -3.577], [3.968, -1.215, 4.100], [3.203, -3.231, -2.388], [4.260, -3.537, 0.859], [-4.720, 2.701, -5.480], [-3.016, 1.986, -3.944], [2.354, 3.542, 5.011], [1.354, -4.358, -1.360], [-2.550, -2.857, -0.797], [2.639, -3.603, 4.559], [-3.611, 3.912, 0.590], [1.213, 1.559, 4.276], [-2.198, 1.632, -5.012], [-2.399, 3.042, 0.491], [2.090, -2.653, 3.710], [1.221, 3.768, 1.181], [-4.281, 2.523, -4.179], [1.109, -5.050, -2.542], [4.173, -4.901, 1.142], [-1.258, 3.371, 1.254], [4.522, -2.163, 4.944], [-1.233, -1.636, 2.588], [1.883, 1.200, -2.861], [5.488, -2.900, 1.000], [6.517, -4.972, 1.660], [-3.673, -1.174, -2.837], [6.611, -3.615, 1.399], [3.361, 3.292, 4.091], [-4.241, -0.704, -0.055], [0.552, -0.885, -2.663], [3.593, -3.743, -4.434], [-4.260, -0.272, -3.001], [4.338, -0.232, 1.640], [4.288, -4.100, 5.836], [1.188, 4.668, 0.563], [-1.216, 1.219, -4.820], [4.094, 2.005, 2.558], [-2.710, 0.379, 3.881], [7.560, -3.107, 1.503], [0.317, -5.788, -2.586], [4.212, 3.957, 4.025], [-4.507, 3.383, 0.277], [-2.003, 1.554, -7.145], [1.522, -0.303, -4.302], [4.054, -2.563, -2.327], [-1.341, 4.205, 1.936], [-3.718, 4.284, 1.608], [1.159, -2.868, 3.203], [0.503, 2.841, 5.841], [0.385, 0.865, 4.383], [-1.889, -2.958, 0.063], [2.119, -4.536, 4.735], [-4.334, -2.042, -2.876], [-3.692, -2.005, 1.581], [7.393, -5.528, 1.964], [0.745, -4.555, -0.483], [-4.513, 0.341, -0.222], [1.480, 1.435, -1.882], [-4.243, 2.499, -7.561], [-0.137, -2.754, -2.637], [5.210, -6.674, 1.741], [4.193, -0.994, -0.658], [2.415, 4.403, 5.663], [-2.075, -3.349, -1.645], [1.629, 2.004, -3.549], [-3.489, -3.375, -0.594], [1.734, -5.367, -4.571], [5.471, -1.968, 5.426], [-4.909, 2.802, -3.344], [1.242, 4.076, 2.228], [-1.991, -2.148, 3.183], [-4.397, -0.491, 2.102], [-5.701, 3.115, -5.665], [-3.148, 1.624, 2.698], [2.126, 3.212, 0.957], [-1.473, 1.501, 3.270], [4.492, -0.278, 3.945], [2.965, 1.112, -2.781], [-5.124, -1.314, -0.261], [2.468, -0.631, -0.735], [3.219, -5.411, 1.056], [3.439, 0.994, 0.751], [-0.462, -1.237, 3.243], [-3.496, 4.774, -0.071], [-2.927, -1.249, -3.626], [0.418, -2.255, -4.160], [-0.748, -2.338, 1.910], [5.591, -1.840, 0.805]], "forces_ev_per_angstrom": [[0.0, -1.1, -0.2], [-0.2, 0.0, 0.0], [-0.2, 0.2, 0.3], [-0.1, 0.1, -0.1], [-0.1, 0.1, 0.0], [-0.2, 0.0, -0.2], [0.2, 0.3, 0.4], [0.1, 0.2, -0.1], [-0.3, 0.3, 0.0], [-0.1, 0.0, -0.1], [-0.1, 0.1, 0.0], [0.1, 0.0, 0.0], [0.0, 0.0, 0.0], [0.0, 0.0, 0.1], [0.1, 0.0, 0.0], [0.0, 0.0, 0.1], [0.1, -0.1, 0.0], [0.0, 0.0, 0.0], [0.2, -0.1, 0.0], [0.0, 0.0, 0.1], [0.1, 0.0, 0.0], [0.0, 0.0, 0.0], [0.0, 0.0, 0.0], [0.0, 0.0, 0.0], [0.0, 0.0, 0.0], [-0.2, 0.0, -0.1], [0.2, 0.1, -0.1], [0.0, 0.0, 0.0], [0.0, 0.0, 0.0], [0.0, 0.0, 0.0], [0.0, 0.0, 0.0], [0.0, 0.0, 0.0], [0.0, 0.0, 0.0], [-0.1, -0.1, 0.1], [0.0, 0.0, 0.0], [0.0, 0.0, 0.0], [0.1, -0.1, -0.1], [0.0, 0.0, 0.0], [0.0, 0.0, 0.0], [0.0, 0.0, 0.0], [0.0, 0.0, 0.0], [0.1, 0.0, 0.0], [0.0, 0.0, 0.0], [0.0, -0.1, 0.2], [0.0, 0.0, 0.0], [0.0, 0.0, 0.0], [0.0, 0.0, 0.0], [0.0, 0.0, 0.0], [0.0, 0.0, 0.0], [0.0, 0.0, 0.0], [0.0, 0.0, 0.0], [0.0, 0.0, 0.0], [0.0, 0.0, 0.0], [0.0, 0.0, 0.0], [0.0, 0.0, 0.0], [0.0, 0.0, 0.0], [0.0, 0.0, 0.0], [0.1, 0.0, 0.1], [0.0, 0.0, 0.0], [0.0, 0.0, 0.0], [0.0, 0.1, 0.0], [0.0, 0.0, 0.0], [0.0, 0.0, 0.0], [0.0, 0.0, 0.0], [0.0, 0.0, 0.0], [0.0, 0.0, 0.0], [0.0, 0.0, 0.0], [0.0, 0.0, 0.0], [0.0, 0.0, 0.0], [0.0, 0.0, 0.0], [0.0, 0.0, 0.0], [0.1, 0.0, 0.0], [0.0, 0.0, 0.0], [0.0, 0.0, 0.0], [0.0, 0.0, 0.0], [0.0, 0.0, 0.0], [0.0, 0.0, 0.0], [0.0, 0.0, 0.0], [0.0, 0.0, 0.0], [0.0, 0.0, 0.0], [0.0, 0.0, 0.0], [0.0, 0.0, 0.0], [0.0, 0.0, 0.0], [0.0, 0.0, 0.0], [0.0, 0.0, 0.0], [0.0, 0.0, 0.0], [0.0, 0.0, 0.0], [0.0, 0.0, 0.0], [0.0, 0.0, 0.0], [-0.1, 0.0, 0.0], [0.0, 0.0, 0.0], [0.0, 0.0, 0.0], [0.0, 0.0, 0.0], [0.0, 0.0, 0.0], [0.0, 0.0, 0.0], [0.0, 0.0, 0.0], [0.0, 0.0, 0.0], [0.0, 0.0, 0.0], [0.0, 0.0, 0.0], [0.0, 0.0, 0.0], [0.0, 0.0, 0.0], [0.0, 0.0, 0.0], [0.0, 0.0, 0.0], [0.0, 0.0, 0.0], [0.0, 0.0, 0.0], [0.0, 0.0, 0.0], [0.0, 0.0, 0.0], [0.0, 0.1, 0.0], [0.0, 0.0, 0.0], [-0.1, 0.0, 0.0], [0.0, 0.0, 0.0], [0.0, 0.0, 0.0], [0.0, 0.0, 0.0], [0.1, 0.0, 0.0], [0.0, 0.0, 0.0], [0.0, 0.0, 0.0]]}

***

{"formula": "C3H7N5O", "method": "the ωB97M-V functional and the def2-TZVPD basis", "relative_energy_kj_mol": 525.4, "e_homo_ha": [-0.25969, -0.25962], "molar_mass_g_mol": 129.12, "species": ["O", "N", "N", "N", "N", "N", "C", "C", "C", "H", "H", "H", "H", "H", "H", "H"], "positions_angstrom": [[2.980, 0.703, 0.802], [-0.607, 1.405, 0.410], [-0.501, -1.359, 0.140], [1.689, -0.055, -0.980], [-0.356, -0.659, 1.417], [0.134, 0.586, 1.248], [-1.492, 0.858, -0.502], [1.974, 0.366, 0.255], [-1.539, -0.517, -0.570], [2.393, -0.125, -1.655], [-2.194, -1.067, -1.166], [0.380, -1.154, 1.953], [0.866, -0.671, -1.297], [-1.015, -2.165, 0.380], [-2.115, 1.465, -1.060], [-0.596, 2.388, 0.626]], "forces_ev_per_angstrom": [[-0.9, -0.3, -0.7], [-0.5, -0.5, -0.4], [-1.6, 2.3, -1.1], [-2.2, -1.4, -0.9], [-0.2, -1.1, 0.9], [4.0, 1.6, -1.2], [1.6, -3.8, 1.8], [-2.0, 0.5, 1.7], [2.1, 1.5, 0.6], [1.8, 0.2, -0.7], [-1.0, -0.6, -1.0], [-0.7, 0.5, -0.4], [1.3, 1.7, 1.8], [-0.6, -1.4, 0.4], [-1.1, 1.2, -0.8], [0.0, -0.3, 0.2]]}